{"formula": "C5H5N3", "method": "ωB97M-V/def2-TZVPD", "e_above_lowest_kj_mol": 299.3, "smiles": "C=C/C=N\\N=C/C#N", "e_tot_ha": -357.65861, "multiplicity": 1, "e_lumo_ev": -0.7, "e_homo_ev": -9.62, "species": ["C", "C", "C", "N", "N", "C", "C", "N", "H", "H", "H", "H", "H"], "coordinates": [[-1.552, 2.007, 1.331], [-1.110, 0.919, 0.711], [0.315, 0.788, 0.378], [0.792, -0.164, -0.305], [0.009, -1.216, -0.445], [0.520, -2.145, -1.125], [1.792, -1.827, -1.722], [2.823, -1.735, -2.144], [-2.441, 2.062, 1.770], [-0.744, 2.801, 1.661], [-1.631, 0.031, 0.351], [0.990, 1.590, 0.763], [0.237, -3.110, -1.225]]}

***

{"formula": "C38H42Cl2N4O3RuS2", "method": "ωB97M-V/def2-TZVPD", "e_above_lowest_kj_mol": 96.7, "e_tot_ha": -3729.14352, "total_charge": 2, "multiplicity": 5, "e_lumo_ev": [-5.7, -8.0], "e_homo_ev": [-12.60, -13.37], "species": ["Ru", "S", "C", "N", "C", "C", "N", "C", "C", "C", "C", "C", "C", "C", "C", "S", "C", "C", "C", "C", "C", "C", "C", "H", "H", "H", "H", "H", "H", "H", "H", "H", "H", "H", "H", "H", "H", "H", "H", "H", "H", "C", "C", "C", "C", "H", "H", "H", "H", "H", "H", "H", "H", "H", "C", "C", "N", "O", "H", "H", "H", "H", "H", "Cl", "C", "C", "C", "C", "C", "Cl", "C", "N", "C", "C", "C", "C", "C", "C", "C", "C", "O", "O", "H", "H", "H", "H", "H", "H", "H", "H", "H", "H"], "coordinates": [[0.626, -1.633, 0.239], [1.483, 0.120, 1.886], [0.636, 1.339, 1.114], [1.118, 2.529, 0.838], [0.248, 3.575, 0.303], [-1.074, 3.496, 1.013], [-1.625, 2.153, 0.792], [-3.098, 2.069, 0.746], [-3.688, 2.308, 2.113], [-4.631, 3.311, 2.285], [-5.186, 3.543, 3.538], [-4.787, 2.777, 4.620], [-3.838, 1.776, 4.454], [-3.290, 1.539, 3.204], [-0.840, 1.102, 0.770], [-1.412, -0.451, 0.441], [2.531, 2.910, 1.082], [2.623, 3.959, 2.155], [2.426, 3.599, 3.487], [2.479, 4.560, 4.483], [2.735, 5.886, 4.157], [2.940, 6.250, 2.835], [2.883, 5.286, 1.836], [0.130, 3.438, -0.776], [0.723, 4.535, 0.488], [-1.782, 4.213, 0.602], [-0.974, 3.687, 2.084], [-3.366, 1.099, 0.331], [-3.435, 2.841, 0.054], [-4.942, 3.914, 1.440], [-5.925, 4.323, 3.664], [-5.214, 2.958, 5.597], [-3.531, 1.176, 5.300], [-2.561, 0.745, 3.080], [2.931, 3.262, 0.129], [3.056, 2.001, 1.358], [2.238, 2.562, 3.743], [2.334, 4.275, 5.517], [2.785, 6.634, 4.937], [3.151, 7.279, 2.582], [3.065, 5.568, 0.805], [-0.740, -5.454, 1.887], [0.196, -4.497, 1.144], [0.269, -4.889, -0.330], [-0.292, -3.065, 1.369], [-0.432, -6.491, 1.741], [-1.763, -5.356, 1.515], [-0.753, -5.259, 2.959], [1.191, -4.603, 1.581], [-0.731, -5.071, -0.732], [0.836, -5.814, -0.450], [0.755, -4.137, -0.960], [-0.121, -2.718, 2.394], [-1.367, -3.025, 1.170], [4.734, -2.549, 0.027], [3.577, -2.812, 0.936], [3.834, -3.302, 2.148], [2.400, -2.626, 0.584], [5.616, -2.247, 0.589], [4.454, -1.780, -0.686], [4.971, -3.474, -0.504], [4.777, -3.473, 2.453], [3.075, -3.511, 2.777], [-1.578, 1.713, -5.200], [-2.466, 0.529, -4.311], [-3.813, 0.715, -4.084], [-4.515, -0.243, -3.364], [-3.866, -1.349, -2.838], [-2.513, -1.533, -3.061], [-1.726, -2.817, -2.218], [-1.797, -0.620, -3.850], [-0.440, -0.729, -4.119], [0.297, -1.837, -4.360], [-0.310, -2.985, -4.924], [0.451, -4.087, -5.198], [1.820, -4.067, -4.907], [2.423, -2.932, -4.366], [1.696, -1.790, -4.097], [2.356, -0.594, -3.477], [2.015, -0.414, -1.991], [2.934, -0.252, -1.202], [0.766, -0.480, -1.658], [-4.305, 1.592, -4.478], [-5.576, -0.116, -3.198], [-4.399, -2.068, -2.232], [0.054, 0.157, -4.126], [-1.363, -2.954, -5.169], [0.004, -4.959, -5.654], [2.426, -4.937, -5.121], [3.486, -2.940, -4.163], [2.079, 0.327, -4.005], [3.435, -0.690, -3.563]]}

***

{"formula": "C23H51BBr2N7O9", "method": "ωB97M-V/def2-TZVPD", "e_tot_ha": -7140.39108, "total_charge": -1, "multiplicity": 1, "e_lumo_ev": 2.3, "e_homo_ev": -4.42, "species": ["C", "C", "Br", "C", "Br", "C", "O", "B", "O", "O", "C", "N", "H", "H", "H", "H", "H", "H", "H", "H", "H", "C", "C", "O", "N", "C", "H", "H", "H", "H", "H", "H", "H", "C", "C", "O", "N", "C", "H", "H", "H", "H", "H", "H", "H", "C", "C", "O", "N", "C", "H", "H", "H", "H", "H", "H", "H", "C", "C", "O", "N", "C", "H", "H", "H", "H", "H", "H", "H", "C", "C", "O", "N", "C", "H", "H", "H", "H", "H", "H", "H", "C", "C", "O", "N", "C", "H", "H", "H", "H", "H", "H", "H"], "coordinates": [[-0.333, -4.465, -0.513], [0.829, -3.393, -0.024], [2.549, -4.251, 0.659], [0.634, -1.890, -0.046], [-1.170, -1.272, -0.772], [1.794, -0.833, 0.494], [1.225, 0.314, 1.228], [1.069, 1.539, 0.369], [1.764, 2.778, 0.807], [1.475, 0.991, -0.973], [2.401, -0.172, -0.878], [3.849, 0.355, -0.866], [-0.934, -4.122, -1.457], [0.155, -5.513, -0.787], [-1.043, -4.683, 0.408], [2.516, -1.302, 1.288], [-0.112, 1.726, 0.444], [1.152, 3.282, 1.421], [2.268, -1.056, -1.651], [3.919, 1.031, -1.678], [4.519, -0.421, -1.136], [3.352, 4.099, -4.421], [3.433, 2.602, -4.307], [4.490, 2.022, -4.067], [2.287, 1.883, -4.477], [0.959, 2.370, -4.762], [4.343, 4.532, -4.261], [3.010, 4.381, -5.421], [2.675, 4.497, -3.661], [2.423, 0.882, -4.385], [0.297, 2.040, -3.958], [0.629, 1.925, -5.704], [0.922, 3.458, -4.841], [-0.706, -0.564, 3.660], [-1.348, -1.660, 4.465], [-2.103, -2.488, 3.957], [-1.072, -1.722, 5.799], [-0.221, -0.853, 6.577], [-1.021, -0.646, 2.615], [-1.019, 0.412, 4.039], [0.382, -0.658, 3.700], [-1.541, -2.486, 6.272], [0.563, -1.465, 7.031], [-0.828, -0.404, 7.367], [0.234, -0.066, 5.975], [-1.409, 4.900, 3.527], [-0.651, 5.605, 2.436], [0.435, 5.198, 2.026], [-1.201, 6.730, 1.897], [-2.453, 7.365, 2.236], [-0.845, 4.022, 3.854], [-1.540, 5.566, 4.383], [-2.380, 4.565, 3.152], [-0.632, 7.148, 1.170], [-3.072, 7.394, 1.336], [-2.238, 8.387, 2.558], [-2.986, 6.837, 3.028], [-4.554, -6.840, -1.214], [-3.796, -6.135, -2.304], [-2.711, -6.542, -2.714], [-4.346, -5.009, -2.843], [-5.598, -4.375, -2.505], [-3.990, -7.718, -0.886], [-4.685, -6.174, -0.357], [-5.525, -7.175, -1.589], [-3.777, -4.592, -3.571], [-6.217, -4.346, -3.404], [-5.384, -3.353, -2.183], [-6.131, -4.902, -1.713], [-1.173, -8.721, -1.746], [-1.267, -9.904, -0.822], [-2.269, -10.125, -0.145], [-0.197, -10.746, -0.747], [1.059, -10.661, -1.453], [-2.101, -8.145, -1.698], [-0.348, -8.072, -1.442], [-1.031, -9.061, -2.776], [-0.337, -11.517, -0.104], [1.182, -11.577, -2.036], [1.860, -10.596, -0.713], [1.106, -9.797, -2.117], [2.101, 8.601, 1.793], [1.483, 9.441, 0.711], [0.291, 9.744, 0.719], [2.285, 9.873, -0.304], [3.695, 9.629, -0.494], [1.338, 8.334, 2.530], [2.506, 7.679, 1.367], [2.889, 9.164, 2.301], [1.796, 10.433, -0.993], [4.205, 10.595, -0.527], [3.825, 9.122, -1.454], [4.124, 9.018, 0.301]]}